1.
C48H50N5O2SiW | the ωB97M-V functional and the def2-TZVPD basis

Last column: Löwdin charge in e.
CARTESIAN COORDINATES (ANGSTROEM)
W 0.365 -0.003 -0.708  1.62
Si 1.817 -0.933 2.024  0.65
O 1.491 -0.027 -4.691  0.10
O -2.658 -4.165 -1.332  0.08
N 1.160 1.526 0.793  -0.28
N -2.343 -2.324 -0.213  0.22
N -1.390 0.164 0.192  -0.15
N -0.128 -1.763 -2.166  0.06
N 1.108 0.679 -2.604  0.02
C -0.753 -2.952 -2.037  -0.12
C -6.440 -0.345 1.018  -0.05
C -4.211 2.495 -0.428  -0.04
C -2.424 0.944 -1.873  -0.08
C -1.976 -1.770 4.620  -0.05
C -1.922 -3.110 -1.138  -0.23
C 4.548 -1.262 2.740  -0.09
C 0.579 3.343 2.499  -0.16
C 3.076 3.847 -2.934  -0.04
C 2.885 2.474 -3.001  -0.26
C 2.201 0.881 1.669  -0.21
C -6.059 -0.441 -1.358  -0.06
C 3.259 -1.806 2.771  -0.26
C -3.632 -2.788 0.359  -0.16
C -3.282 1.719 0.246  -0.03
C 0.234 -1.207 2.982  -0.28
C 1.250 4.410 1.647  -0.17
C 3.974 1.615 -2.870  -0.05
C 1.520 -1.449 0.197  -0.33
C 1.171 -0.292 -3.467  -0.34
C -2.376 0.949 -0.478  -0.35
C 4.350 4.362 -2.723  -0.04
C -1.182 -0.660 4.881  -0.05
C 2.349 3.771 0.810  -0.15
C -0.576 -2.320 2.740  -0.12
C 1.526 1.933 -3.358  -0.19
C 1.803 2.614 -0.014  -0.20
C 5.617 -1.944 3.302  -0.06
C 5.428 3.504 -2.564  -0.04
C -1.663 -2.607 3.557  -0.08
C 0.098 2.175 1.648  -0.18
C 1.534 1.434 -4.819  0.02
C -4.723 -1.776 0.131  -0.20
C -4.237 2.524 -1.818  -0.06
C 5.240 2.128 -2.637  -0.04
C 0.753 -1.673 -3.177  -0.16
C 1.145 -2.723 -3.989  0.08
C 5.412 -3.182 3.895  -0.05
C -0.411 -4.062 -2.802  0.08
C -3.346 1.747 -2.538  -0.07
C -6.759 0.064 -0.268  -0.05
C -5.043 -1.361 -1.160  -0.04
C -0.082 -0.395 4.079  -0.09
C 0.585 -3.964 -3.760  0.05
C -3.775 -4.142 -0.366  0.04
C 3.070 -3.051 3.382  -0.09
C 4.139 -3.736 3.935  -0.06
C -5.417 -1.262 1.219  -0.02
H -7.565 0.769 -0.426  0.12
H -0.298 3.744 3.009  0.13
H -1.916 -1.405 0.024  0.08
H 2.076 -3.483 3.448  0.10
H 2.595 2.151 -0.593  0.10
H -0.324 1.409 2.295  0.09
H -5.172 -1.589 2.224  0.12
H 0.554 0.449 4.332  0.11
H 2.236 4.522 -3.061  0.13
H -3.489 -2.936 1.427  0.13
H 2.783 4.488 0.114  0.12
H 1.039 2.990 -0.705  0.12
H 3.844 0.539 -2.951  0.12
H 1.861 -2.553 -4.782  0.15
H -3.260 1.705 1.330  0.13
H -0.941 -4.991 -2.654  0.15
H -2.815 -1.999 5.264  0.12
H 2.538 -1.346 -0.220  0.06
H -4.921 3.085 0.137  0.13
H -0.678 2.533 0.969  0.11
H 6.085 1.461 -2.534  0.12
H 0.875 -4.827 -4.345  0.15
H -1.404 -0.023 5.727  0.12
H -3.382 1.741 -3.620  0.12
H 3.170 3.427 1.443  0.13
H -1.390 0.346 1.193  0.06
H 2.396 1.496 2.545  0.10
H -3.636 -4.999 0.286  0.15
H 1.205 -2.486 0.048  0.03
H -4.513 -1.764 -2.019  0.12
H 0.665 1.727 -5.403  0.15
H -2.244 -3.509 3.400  0.11
H 3.137 0.868 1.102  0.10
H 4.498 5.433 -2.687  0.12
H 6.245 -3.712 4.337  0.12
H -6.994 0.039 1.864  0.12
H 6.419 3.905 -2.400  0.12
H 0.750 2.682 -3.207  0.15
H 3.982 -4.696 4.409  0.12
H -4.962 3.139 -2.334  0.12
H -6.318 -0.127 -2.361  0.12
H -1.790 0.277 -2.449  0.08
H 6.607 -1.508 3.284  0.12
H 1.253 3.006 3.291  0.12
H -0.326 -3.009 1.937  0.09
H 4.731 -0.293 2.288  0.10
H 0.509 4.872 0.986  0.13
H 1.652 5.205 2.273  0.13
H -4.692 -4.238 -0.938  0.15
H 2.452 1.682 -5.341  0.15

Results
Total energy, eV: -71813.6124
Frontier orbital gap (alpha / beta), eV: 6.0682 / 5.9211
Spin multiplicity: 3
Net charge: +3
Largest force on an atom, eV/A: 0.78

=====

2.
C32H45BrCaN2P2 | the ωB97M-V functional and the def2-TZVPD basis

Last column: Löwdin charge in e.
CARTESIAN COORDINATES (ANGSTROEM)
Br -0.430 1.983 -0.507  0.89
Ca -2.235 -2.679 0.789  1.42
P -4.193 0.976 -0.162  0.98
P 2.403 1.799 -1.737  0.99
N -1.201 -1.729 2.518  0.05
N 2.287 -7.392 0.375  0.06
C 2.840 2.924 -0.417  -0.34
C -4.700 -1.331 1.092  -0.19
C -0.383 -4.130 0.212  -0.24
C 2.040 1.997 -4.454  -0.13
C 3.768 0.706 -2.167  -0.30
C 0.952 0.727 -1.225  -0.79
C -3.438 2.465 0.635  -0.47
C 1.709 2.687 -3.139  -0.32
C 0.720 -1.443 -0.033  -0.07
C 1.244 -0.184 -0.091  -0.17
C -0.117 2.349 4.895  -0.05
C 2.007 -6.850 -0.808  -0.12
C 1.010 -5.862 -0.980  0.00
C 3.389 4.309 -0.771  -0.10
C -4.427 3.602 0.894  -0.15
C -0.333 -1.177 -2.201  -0.05
C -3.488 -0.522 0.574  -0.54
C 1.105 2.086 5.536  -0.02
C 0.605 -6.043 1.411  -0.02
C 4.828 0.432 -1.097  -0.10
C 0.356 -5.375 0.186  -0.23
C 1.708 0.824 5.383  -0.04
C -0.744 1.369 4.140  -0.01
C -0.148 0.094 4.008  -0.22
C -3.456 0.970 -1.841  -0.47
C 1.085 -0.166 4.633  -0.01
C -0.727 -0.901 3.217  -0.08
C -0.162 -1.969 -1.029  -0.29
C 1.614 -7.011 1.460  -0.13
C 0.289 0.026 -2.372  -0.16
C -0.696 -3.322 -0.906  -0.22
C -3.839 2.178 -2.694  -0.14
H 3.235 4.940 0.118  0.09
H -1.695 1.569 3.638  0.11
H -3.299 3.082 -2.389  0.07
H 3.314 -0.238 -2.515  0.11
H 4.872 1.197 -0.316  0.06
H 1.746 0.257 0.775  0.11
H -3.814 0.038 -2.311  0.08
H 2.566 -7.197 -1.679  0.11
H -3.571 1.977 -3.736  0.08
H 0.624 2.758 -2.969  0.07
H 1.923 3.040 0.177  0.05
H 0.186 0.582 -3.312  0.10
H 3.057 2.243 -4.784  0.09
H 1.857 -7.491 2.405  0.11
H 4.217 1.214 -3.042  0.10
H -0.580 3.336 4.996  0.12
H 3.571 2.388 0.204  0.08
H 2.102 3.711 -3.075  0.09
H -0.943 -1.584 -3.025  0.14
H -5.199 -1.898 0.297  0.09
H -1.162 -3.753 -1.795  0.12
H 2.881 4.786 -1.616  0.07
H 4.646 -0.532 -0.613  0.08
H -0.473 -3.717 1.264  0.04
H -4.483 -2.004 1.950  0.07
H -5.436 -0.606 1.463  0.07
H -2.953 2.145 1.569  0.05
H 1.589 2.858 6.148  0.13
H -4.970 3.886 -0.017  0.07
H 4.469 4.295 -0.970  0.09
H 1.942 0.903 -4.389  0.07
H 0.777 -5.493 -1.980  0.11
H 2.673 0.607 5.854  0.12
H -2.945 -0.983 -0.310  0.03
H -2.764 -0.310 1.384  0.05
H 1.338 2.347 -5.217  0.09
H -2.654 2.806 -0.056  -0.04
H -4.916 2.391 -2.658  0.08
H -2.360 0.917 -1.709  -0.02
H -5.163 3.333 1.662  0.07
H 5.811 0.379 -1.575  0.09
H -3.889 4.486 1.250  0.08
H 0.023 -5.805 2.299  0.11
H 1.540 -1.156 4.509  0.13
H 1.067 -2.119 0.766  0.12

Results
Total energy, eV: -143937.4558
Frontier orbital gap (alpha / beta), eV: 5.6729 / 5.6693
Net charge: +2
Largest force on an atom, eV/A: 4.35

=====

3.
C22H31N3O2 | the ωB97M-V functional and the def2-TZVPD basis

Last column: Löwdin charge in e.
CARTESIAN COORDINATES (ANGSTROEM)
O -0.737 2.132 0.578  0.06
O 2.485 1.687 3.073  0.06
N -0.047 -2.147 0.566  -0.06
N 3.019 3.001 1.294  0.00
N 1.221 2.050 -0.560  -0.03
C -0.336 -3.387 -1.596  -0.04
C -0.110 -0.837 -1.215  0.00
C 1.355 3.491 -0.529  -0.10
C 2.308 2.712 2.431  -0.38
C 0.038 -0.026 -0.048  -0.11
C 1.349 3.735 2.966  -0.13
C 3.357 0.861 0.068  -0.25
C 5.097 1.655 1.750  -0.14
C 0.110 5.077 3.988  -0.14
C 0.179 -0.553 2.484  -0.01
C 6.138 0.767 1.080  -0.20
C 1.287 4.165 4.223  -0.01
C 0.122 1.465 0.022  -0.38
C -0.061 -3.326 1.405  -0.01
C 4.420 -0.042 -0.549  -0.16
C 0.064 -0.862 1.036  -0.22
C 0.176 4.595 2.503  -0.12
C 5.485 -0.458 0.455  -0.20
C 2.371 1.281 -1.016  -0.10
C -0.165 -2.139 -0.805  -0.29
C 4.012 2.056 0.756  -0.24
C 2.528 3.988 0.354  -0.11
H 6.882 0.465 1.820  0.11
H 4.533 2.624 -0.029  0.15
H 0.247 -4.190 0.822  0.08
H 1.507 3.860 -1.551  0.12
H -1.199 -3.969 -1.266  0.08
H -0.801 4.789 4.514  0.10
H 1.866 3.926 5.105  0.11
H 0.279 6.144 4.142  0.10
H -0.595 -1.062 3.063  0.09
H 4.904 0.490 -1.380  0.13
H 5.024 -1.065 1.244  0.12
H 0.413 3.892 -0.170  0.10
H -0.196 -0.492 -2.234  0.12
H -1.055 -3.516 1.815  0.10
H 2.803 0.297 0.828  0.15
H 0.412 5.390 1.793  0.10
H 6.677 1.326 0.304  0.11
H 3.933 -0.919 -0.988  0.12
H 2.020 0.381 -1.519  0.11
H 0.064 0.516 2.642  0.07
H 0.637 -3.200 2.230  0.09
H -0.490 -3.130 -2.642  0.08
H 3.371 4.286 -0.269  0.12
H 6.235 -1.087 -0.030  0.11
H 5.564 2.564 2.141  0.12
H -0.688 4.048 2.132  0.10
H 1.152 -0.834 2.896  0.08
H 0.543 -4.036 -1.540  0.08
H 4.663 1.133 2.598  0.11
H 2.880 1.880 -1.781  0.14
H 2.220 4.883 0.892  0.11

Results
Total energy, eV: -31882.5123
Frontier orbital gap, eV: 8.5585
SMILES string: Cc1cc(C(=O)N2CCN(C(=O)C3=CCC3)[C@H]3CCCC[C@@H]3C2)c(C)n1C
Net charge: 0
Largest force on an atom, eV/A: 0.41

=====

4.
C4H8N2O | the ωB97M-V functional and the def2-TZVPD basis

Last column: Löwdin charge in e.
CARTESIAN COORDINATES (ANGSTROEM)
O 2.349 -0.220 -0.497  0.04
N 0.575 1.977 0.375  0.13
N -1.154 0.504 0.323  -0.01
C 1.062 -0.425 -0.039  -0.32
C -1.938 -0.303 -0.597  -0.16
C 0.127 0.695 0.169  -0.41
C 0.688 -1.624 0.459  0.10
H 1.402 -2.443 0.488  0.07
H 2.482 0.745 -0.517  0.10
H -1.397 -0.611 -1.498  0.08
H -2.305 -1.181 -0.058  0.06
H -0.162 2.593 0.702  0.10
H -2.844 0.246 -0.877  0.07
H -0.308 -2.005 0.644  0.06
H 1.423 2.050 0.924  0.09

Results
Total energy, eV: -9303.6385
Frontier orbital gap (alpha / beta), eV: 9.0546 / 9.0551
SMILES string: C=C(O)/C(N)=N\C
Net charge: 0
Largest force on an atom, eV/A: 3.16

=====

5.
C40H87N4O10 | the ωB97M-V functional and the def2-TZVPD basis

Last column: Löwdin charge in e.
CARTESIAN COORDINATES (ANGSTROEM)
O 0.618 -5.577 -0.285  0.25
O 0.455 3.414 -4.780  -0.20
O 4.266 -2.549 -8.016  -0.15
O 2.760 -4.387 -3.707  0.11
O -8.850 -0.756 0.019  -0.17
O -0.736 -4.184 2.386  0.10
O 3.606 -2.802 -2.359  0.03
O -0.226 -1.648 6.266  -0.19
O 4.475 0.887 3.611  -0.17
O 1.333 6.730 0.059  -0.17
N 1.202 -1.719 1.609  0.09
N 0.311 -0.468 -0.345  -0.04
N 1.988 -3.627 -0.008  0.20
N 1.319 -2.504 -0.542  0.04
C -1.895 0.550 -1.042  -0.17
C 1.260 -4.636 -0.013  -0.22
C 0.817 4.275 -3.699  -0.22
C 2.031 -2.001 -8.891  -0.08
C 0.878 0.830 0.104  -0.11
C -8.804 -2.927 1.175  -0.08
C -10.708 0.165 1.346  -0.08
C -0.853 3.708 -5.240  -0.11
C 2.375 0.558 4.849  -0.07
C -10.253 -0.565 0.094  -0.28
C 1.549 1.594 -1.061  -0.16
C -0.887 -3.079 1.958  -0.23
C -4.315 1.049 -1.732  -0.24
C 0.938 -1.551 0.251  -0.26
C -1.604 -1.548 6.588  -0.28
C 1.625 3.422 -2.716  -0.16
C 3.371 -2.685 -9.106  -0.28
C 3.831 -3.077 -6.780  -0.29
C 2.464 -2.002 -2.645  -0.12
C -3.401 0.400 -0.701  -0.23
C 0.914 8.382 1.836  -0.08
C -8.264 -1.511 1.061  -0.29
C 0.755 2.776 -1.588  -0.19
C 2.404 7.426 -0.556  -0.28
C 3.540 -4.567 -6.806  -0.07
C 3.770 7.077 0.011  -0.08
C 4.578 -5.005 -2.333  -0.12
C -1.877 -0.849 7.908  -0.07
C 0.018 -1.957 2.460  -0.11
C -1.167 -0.553 -0.293  -0.17
C 4.001 -6.030 -1.355  -0.08
C 1.174 6.935 1.452  -0.29
C -5.775 0.893 -1.246  -0.09
C 1.168 -2.495 -1.994  -0.05
C 3.757 0.040 4.490  -0.28
C 0.152 -3.815 7.373  -0.07
C 5.550 2.255 5.353  -0.07
C 3.542 -4.048 -2.867  -0.50
C 0.577 -2.369 7.189  -0.28
C 4.729 2.203 4.076  -0.28
H 3.871 -2.230 -9.960  0.12
H 5.753 3.290 5.628  0.08
H 2.174 -0.940 -8.678  0.08
H 1.591 -2.344 6.787  0.11
H -0.194 2.518 -2.050  0.10
H -8.674 -3.462 0.234  0.08
H 0.127 1.447 0.588  0.13
H 4.420 -5.123 -7.134  0.09
H 4.641 -2.883 -6.073  0.12
H -2.072 -2.538 6.568  0.11
H 3.952 6.003 -0.065  0.08
H -2.951 -0.760 8.072  0.08
H 2.414 3.975 -2.215  0.11
H 3.118 -6.535 -1.731  0.08
H 3.660 -0.915 3.969  0.11
H -10.774 -1.523 -0.008  0.11
H 2.231 8.506 -0.515  0.11
H 0.315 6.330 1.747  0.11
H -8.361 -0.981 2.016  0.11
H 3.231 -3.742 -9.355  0.11
H 4.966 -5.553 -3.181  0.12
H -6.466 0.692 -2.056  0.07
H 3.790 2.754 4.195  0.11
H -6.094 1.746 -0.656  0.08
H 0.610 -1.848 8.151  0.11
H -10.520 0.027 -0.781  0.12
H 1.741 -0.944 1.978  0.12
H -1.074 3.123 -6.123  0.09
H 2.379 7.144 -1.609  0.11
H -3.625 -0.659 -0.563  0.11
H -1.655 -2.929 1.178  0.12
H -1.583 -0.600 0.715  0.11
H 1.411 -2.099 -9.782  0.08
H 2.335 -1.915 -3.721  0.14
H 1.781 0.721 3.944  0.07
H 0.387 -1.832 -2.340  0.13
H 0.033 8.762 1.317  0.08
H -1.439 0.150 7.909  0.08
H 1.505 5.003 -4.131  0.12
H 2.048 2.602 -3.290  0.11
H 0.938 -3.480 -2.384  0.13
H 1.845 0.925 -1.864  0.10
H -5.828 0.033 -0.581  0.05
H 2.723 -4.814 -7.485  0.07
H 2.417 1.505 5.388  0.07
H -2.060 -0.973 5.780  0.11
H 1.853 -0.162 5.481  0.06
H 1.481 -2.433 -8.053  0.06
H 3.817 -5.620 -0.366  0.06
H 4.551 7.601 -0.540  0.08
H 0.343 -2.248 3.453  0.12
H -4.169 0.618 -2.716  0.11
H 5.280 2.699 3.277  0.12
H 4.759 -6.795 -1.212  0.08
H -3.542 0.877 0.270  0.12
H -10.213 1.134 1.424  0.08
H -9.867 -2.941 1.419  0.07
H 0.836 -4.325 8.051  0.08
H -0.852 -3.897 7.791  0.07
H 5.033 1.784 6.191  0.07
H -8.277 -3.469 1.961  0.08
H 5.368 -4.462 -1.822  0.12
H -4.097 2.114 -1.703  0.11
H 2.684 -1.009 -2.272  0.12
H -0.543 -1.031 2.610  0.12
H -11.786 0.324 1.318  0.08
H 2.037 6.538 1.998  0.10
H -1.772 0.463 -2.117  0.12
H -0.987 4.774 -5.423  0.09
H -10.478 -0.396 2.253  0.07
H 3.861 7.353 1.062  0.07
H -1.456 -1.393 8.753  0.07
H 4.344 -0.159 5.393  0.11
H 3.261 -4.910 -5.811  0.05
H 0.751 8.464 2.910  0.08
H 0.155 -4.340 6.415  0.08
H 6.499 1.736 5.218  0.08
H 0.616 3.556 -0.844  0.12
H 1.670 0.657 0.834  0.11
H -7.197 -1.554 0.835  0.10
H -1.559 3.413 -4.455  0.08
H -0.055 4.766 -3.272  0.12
H -1.605 1.530 -0.682  0.10
H 2.958 -2.520 -6.416  0.10
H 2.473 2.008 -0.657  0.12
H -1.447 -1.490 -0.780  0.12
H 1.752 9.030 1.576  0.07

Results
Total energy, eV: -69314.6535
Frontier orbital gap, eV: 7.4847
Net charge: +1
Largest force on an atom, eV/A: 3.00

=====

6.
C32H29MnN5O4PS | the ωB97M-V functional and the def2-TZVPD basis

Last column: Löwdin charge in e.
CARTESIAN COORDINATES (ANGSTROEM)
Mn -6.818 -2.242 17.868  0.91
S -9.001 -0.773 13.818  1.08
P -5.531 -2.224 20.399  1.08
O -8.368 -1.585 18.844  -0.17
O -5.314 -3.120 17.154  -0.21
O -3.986 0.513 18.073  0.07
O -5.889 -0.581 17.742  -0.19
N -8.016 -1.790 15.885  -0.07
N -6.518 -0.199 14.920  0.12
N -7.724 -3.913 18.346  -0.09
N -9.155 -2.460 15.713  0.01
N -8.927 -3.827 19.070  0.11
C -5.739 -6.718 17.257  -0.04
C -2.322 -4.360 21.836  -0.08
C -11.142 -2.615 14.081  -0.25
C -7.332 -5.109 18.038  -0.03
C -12.788 -1.169 21.043  -0.10
C -6.227 -2.095 22.094  -0.34
C -6.188 -1.294 24.357  -0.06
C -11.384 -3.016 20.463  -0.03
C -3.874 -2.899 20.673  -0.36
C -10.388 -2.139 19.996  -0.14
C -10.626 -0.761 20.093  -0.02
C -8.171 -2.271 23.446  -0.09
C -1.367 -4.078 20.849  -0.09
C -2.967 -2.737 19.659  -0.10
C -4.532 -7.125 16.716  -0.09
C -3.561 -3.800 21.691  -0.10
C -12.310 -1.694 13.831  -0.12
C -12.624 -2.551 20.886  -0.08
C -9.185 -2.558 19.232  -0.44
C -5.088 -4.471 16.998  -0.27
C -5.160 -0.478 20.014  -0.23
C -7.532 -1.622 24.481  -0.07
C -7.723 -0.853 14.987  -0.64
C -6.105 -5.398 17.364  -0.14
C -9.839 -2.067 14.680  -0.54
C -5.503 -1.502 23.152  -0.06
C -4.937 -0.112 18.483  -0.64
C -7.540 -2.487 22.278  -0.11
C -11.765 -0.309 20.707  -0.09
C -3.899 -4.833 16.432  0.00
C -1.698 -3.287 19.760  -0.08
C -3.655 -6.192 16.280  -0.08
H -13.152 -2.289 13.591  0.06
H -3.200 -2.228 18.718  0.11
H -3.324 -3.998 16.137  0.12
H -12.138 -0.916 13.067  0.08
H -8.066 -1.569 25.416  0.10
H -5.687 -0.914 25.159  0.07
H -6.055 0.050 20.278  0.08
H -0.949 -3.086 19.010  0.10
H -9.161 -2.702 23.621  0.12
H -8.005 -2.972 21.440  0.08
H -13.763 -0.752 21.365  0.11
H -2.098 -5.048 22.641  0.10
H -8.094 -5.868 18.190  0.14
H -5.974 -0.287 15.777  0.07
H -6.500 -7.424 17.527  0.11
H -10.874 -3.064 13.098  0.12
H -4.477 -1.323 23.041  0.09
H -11.292 -4.076 20.352  0.10
H -6.558 0.710 14.525  0.09
H -4.429 -0.008 20.685  0.10
H -4.310 -4.077 22.396  0.10
H -12.581 -1.162 14.746  0.08
H -0.399 -4.593 20.894  0.10
H -9.874 -0.100 19.767  0.10
H -13.403 -3.253 21.134  0.10
H -4.287 -8.193 16.642  0.11
H -2.716 -6.449 15.863  0.10
H -11.463 -3.334 14.800  0.10
H -11.943 0.788 20.848  0.12

Results
Total energy, eV: -100740.9670
Frontier orbital gap (alpha / beta), eV: 7.6532 / 7.4553
Spin multiplicity: 5
Net charge: 0
Largest force on an atom, eV/A: 4.04

=====

Which value of net charge does entry 6 give?
0

=====

What is the formula in the sixth record?
C32H29MnN5O4PS